# 1
{"formula": "C30H32NO2P2Pd", "method": "ωB97M-V/def2-TZVPD", "symbols": ["Pd", "N", "C", "C", "C", "O", "O", "H", "H", "H", "H", "H", "H", "C", "C", "P", "C", "C", "C", "C", "C", "C", "C", "C", "C", "C", "C", "C", "C", "P", "C", "C", "C", "C", "C", "C", "C", "C", "C", "C", "C", "C", "H", "H", "H", "H", "H", "H", "H", "H", "H", "H", "H", "H", "H", "H", "H", "H", "H", "H", "H", "H", "H", "H", "H", "H", "H", "H"], "coordinates": [[-0.026, -0.072, -0.411], [2.429, 0.354, -0.276], [3.148, 1.622, -0.423], [2.613, 2.706, 0.496], [1.098, 3.059, 0.149], [0.856, 4.233, -0.002], [0.339, 2.071, 0.109], [2.510, 0.032, 0.694], [2.866, -0.354, -0.865], [3.078, 1.934, -1.469], [4.215, 1.483, -0.182], [3.186, 3.628, 0.401], [2.632, 2.378, 1.537], [-2.496, -2.491, 1.388], [-3.083, -1.079, 1.408], [-2.413, 0.005, 0.071], [-3.330, 1.571, 0.226], [-4.685, 1.623, 0.542], [-5.313, 2.851, 0.635], [-4.608, 4.023, 0.408], [-3.264, 3.972, 0.076], [-2.630, 2.748, -0.019], [-3.063, -0.693, -1.487], [-4.295, -1.323, -1.622], [-4.722, -1.742, -2.872], [-3.933, -1.520, -3.989], [-2.700, -0.898, -3.861], [-2.262, -0.493, -2.613], [-0.979, -2.502, 1.638], [-0.034, -2.404, 0.045], [-0.411, -4.055, -0.642], [-1.369, -4.220, -1.635], [-1.672, -5.493, -2.088], [-1.018, -6.594, -1.564], [-0.061, -6.429, -0.576], [0.242, -5.164, -0.110], [1.723, -2.592, 0.481], [2.589, -2.749, -0.606], [3.956, -2.819, -0.408], [4.466, -2.727, 0.880], [3.614, -2.551, 1.958], [2.243, -2.474, 1.766], [-2.715, -2.962, 0.423], [-2.995, -3.084, 2.162], [-2.854, -0.590, 2.360], [-4.171, -1.122, 1.317], [-5.251, 0.719, 0.713], [-6.361, 2.895, 0.889], [-5.109, 4.975, 0.492], [-2.705, 4.879, -0.103], [-1.572, 2.703, -0.262], [-4.926, -1.490, -0.762], [-5.677, -2.235, -2.974], [-4.280, -1.831, -4.962], [-2.090, -0.730, -4.736], [-1.285, 0.010, -2.495], [-0.689, -3.426, 2.147], [-0.702, -1.646, 2.265], [-1.867, -3.356, -2.052], [-2.417, -5.626, -2.855], [-1.250, -7.583, -1.925], [0.448, -7.289, -0.170], [0.988, -5.038, 0.664], [2.172, -2.822, -1.604], [4.623, -2.950, -1.246], [5.529, -2.796, 1.046], [4.020, -2.486, 2.955], [1.586, -2.327, 2.611]], "gap_ev": 5.98, "charge": 1, "lumo_energy_ev": -4.8, "spin_multiplicity": 1, "total_energy_ev": -59267.01511, "homo_ev": -10.76}

=====

# 2
{"formula": "C6H17FInNO3", "method": "ωB97M-V/def2-TZVPD", "symbols": ["In", "F", "C", "C", "C", "O", "C", "N", "H", "H", "H", "H", "H", "H", "H", "H", "H", "H", "H", "C", "C", "O", "O", "H", "H", "H", "H", "H", "H"], "coordinates": [[0.726, -2.252, -0.982], [3.420, -2.169, 0.003], [1.709, 2.622, 0.425], [0.876, 1.381, -0.011], [0.184, 1.547, -1.351], [-0.549, 0.379, -1.714], [-1.409, 0.605, -2.828], [1.800, 0.250, -0.063], [2.010, 2.641, 1.471], [1.089, 3.522, 0.335], [2.512, 2.842, -0.279], [0.196, 1.201, 0.824], [0.954, 1.639, -2.125], [-0.434, 2.446, -1.319], [-0.945, 0.623, -3.816], [-1.997, 1.515, -2.703], [-2.112, -0.229, -2.826], [2.259, 0.127, 0.840], [2.568, 0.481, -0.695], [-1.790, -1.247, 1.579], [-1.036, -2.419, 2.193], [0.316, -2.395, 1.824], [-1.730, -1.422, 0.165], [-1.296, -0.278, 1.683], [-2.833, -1.149, 1.874], [-1.550, -3.358, 1.961], [-1.099, -2.417, 3.287], [0.769, -2.956, 2.467], [-2.607, -1.528, -0.220]], "gap_ev": 4.25, "charge": 2, "lumo_energy_ev": -13.4, "spin_multiplicity": 1, "total_energy_ev": -21998.07085, "relative_energy_kj_mol": 0.0, "homo_ev": -17.65}

=====

# 3
{"formula": "C19H24AsBrCrN4O2PS5", "method": "ωB97M-V/def2-TZVPD", "symbols": ["Cr", "C", "C", "C", "C", "C", "Br", "N", "C", "H", "H", "H", "H", "H", "H", "S", "As", "S", "S", "S", "C", "N", "C", "N", "C", "N", "C", "P", "C", "C", "H", "H", "H", "H", "H", "H", "H", "H", "H", "H", "H", "H", "H", "O", "C", "O", "C", "C", "C", "C", "S", "C", "C", "H", "H", "H", "H", "H"], "coordinates": [[1.299, -0.859, -0.172], [2.669, -5.428, -2.974], [2.871, -3.979, -2.665], [3.899, -3.253, -3.251], [4.091, -1.913, -2.940], [3.227, -1.377, -2.028], [3.193, 0.480, -1.531], [2.251, -2.036, -1.422], [2.065, -3.323, -1.747], [2.675, -5.594, -4.054], [1.742, -5.801, -2.547], [3.487, -5.997, -2.528], [4.560, -3.739, -3.958], [4.882, -1.320, -3.375], [1.253, -3.830, -1.242], [1.870, -6.127, 0.455], [3.248, -4.789, 1.309], [1.136, -2.386, 1.574], [2.791, -1.209, 1.616], [4.872, -4.549, -0.005], [-1.059, 2.404, 3.646], [-1.667, 2.433, 2.258], [-2.858, 1.479, 2.253], [-2.483, 0.171, 2.656], [-1.845, 0.191, 3.971], [-0.681, 1.076, 3.999], [0.449, 0.533, 3.232], [0.025, 0.300, 1.434], [-0.638, 2.041, 1.245], [-1.642, -0.505, 1.664], [-1.817, 2.770, 4.338], [-0.198, 3.070, 3.657], [-2.038, 3.344, 1.975], [-3.259, 1.474, 1.243], [-3.592, 1.900, 2.941], [-1.525, -0.819, 4.220], [-2.570, 0.528, 4.715], [0.752, -0.422, 3.652], [1.300, 1.211, 3.299], [-1.074, 2.139, 0.255], [0.191, 2.747, 1.319], [-1.462, -1.528, 1.980], [-2.150, -0.543, 0.699], [-2.563, 5.784, -2.192], [-2.616, 4.733, -1.373], [-2.926, 4.901, -0.217], [-2.231, 3.395, -1.896], [-3.050, 2.288, -1.670], [-2.544, 1.006, -1.775], [-1.175, 0.790, -2.012], [-0.478, -0.804, -1.824], [-0.408, 1.897, -2.399], [-0.932, 3.180, -2.354], [-2.354, 5.511, -3.094], [-4.094, 2.445, -1.419], [-3.185, 0.144, -1.626], [0.615, 1.739, -2.714], [-0.296, 4.025, -2.602]], "gap_ev": [5.27, 5.39], "charge": 0, "lumo_energy_ev": [-0.7, -0.6], "spin_multiplicity": 4, "total_energy_ev": -252916.50296, "relative_energy_kj_mol": 155.7, "s2": 3.940, "homo_ev": [-6.00, -6.00]}

=====

# 4
{"formula": "C41H41O2P3RhS2Si", "method": "ωB97M-V/def2-TZVPD", "symbols": ["Rh", "C", "Si", "C", "C", "C", "C", "C", "C", "P", "C", "C", "C", "C", "C", "C", "C", "C", "C", "C", "C", "C", "C", "C", "C", "C", "C", "C", "P", "C", "C", "C", "C", "C", "C", "C", "C", "C", "C", "C", "C", "H", "H", "H", "H", "H", "H", "H", "H", "H", "H", "H", "H", "H", "H", "H", "H", "H", "H", "H", "H", "H", "H", "H", "H", "H", "H", "H", "H", "H", "H", "H", "C", "C", "O", "P", "S", "S", "O", "C", "C", "H", "H", "H", "H", "H", "H", "H", "H", "H", "H"], "coordinates": [[0.656, 0.535, -0.338], [1.067, 4.109, 1.527], [0.312, 2.362, 1.183], [-1.483, 2.648, 0.501], [-2.013, 3.931, 0.531], [-3.310, 4.187, 0.124], [-4.113, 3.137, -0.319], [-3.611, 1.861, -0.368], [-2.290, 1.586, 0.028], [-1.667, -0.094, -0.480], [-2.903, -1.061, 0.426], [-3.265, -0.646, 1.714], [-4.179, -1.372, 2.446], [-4.723, -2.536, 1.923], [-4.312, -2.994, 0.679], [-3.383, -2.284, -0.051], [-1.900, -0.755, -2.167], [-0.773, -1.145, -2.912], [-0.882, -1.468, -4.246], [-2.112, -1.376, -4.890], [-3.235, -0.997, -4.164], [-3.138, -0.694, -2.824], [0.391, 1.466, 2.908], [0.150, 2.169, 4.085], [0.347, 1.594, 5.326], [0.818, 0.291, 5.428], [1.034, -0.439, 4.277], [0.799, 0.130, 3.027], [1.016, -0.920, 1.559], [-0.195, -2.251, 1.791], [-0.251, -3.195, 0.765], [-1.067, -4.302, 0.885], [-1.845, -4.462, 2.023], [-1.843, -3.492, 3.010], [-1.028, -2.379, 2.895], [2.589, -1.744, 1.930], [2.734, -3.112, 2.147], [3.982, -3.630, 2.438], [5.089, -2.798, 2.502], [4.950, -1.437, 2.266], [3.709, -0.913, 1.974], [0.542, 4.610, 2.331], [1.018, 4.735, 0.643], [2.108, 4.021, 1.817], [-1.414, 4.754, 0.891], [-3.698, 5.194, 0.153], [-5.132, 3.326, -0.625], [-4.233, 1.046, -0.713], [-2.840, 0.268, 2.108], [-4.468, -1.038, 3.434], [-5.446, -3.099, 2.493], [-4.719, -3.913, 0.282], [-3.048, -2.651, -1.012], [0.186, -1.244, -2.398], [-0.012, -1.804, -4.797], [-2.192, -1.606, -5.942], [-4.197, -0.946, -4.653], [-4.025, -0.428, -2.269], [-0.195, 3.192, 4.030], [0.163, 2.171, 6.221], [1.012, -0.147, 6.396], [1.399, -1.456, 4.342], [0.360, -3.042, -0.118], [-1.100, -5.040, 0.097], [-2.468, -5.337, 2.131], [-2.481, -3.599, 3.874], [-1.038, -1.617, 3.660], [1.876, -3.768, 2.093], [4.089, -4.689, 2.627], [6.060, -3.211, 2.727], [5.811, -0.787, 2.312], [3.586, 0.143, 1.764], [3.789, 4.667, -3.354], [2.584, 4.046, -2.672], [2.926, 2.776, -2.098], [2.179, 1.454, -2.566], [2.817, -0.062, -1.399], [0.203, 1.797, -2.776], [2.831, 1.251, -4.021], [2.600, 0.018, -4.699], [3.291, 0.082, -6.046], [3.516, 5.642, -3.755], [4.131, 4.033, -4.168], [4.599, 4.792, -2.640], [1.766, 3.916, -3.389], [2.244, 4.675, -1.844], [1.520, -0.133, -4.815], [3.005, -0.798, -4.088], [2.841, 0.859, -6.660], [3.185, -0.874, -6.552], [4.346, 0.306, -5.913]], "gap_ev": [5.70, 7.34], "charge": 0, "lumo_energy_ev": [-0.1, 0.0], "spin_multiplicity": 2, "total_energy_ev": -107704.38600, "relative_energy_kj_mol": 128.6, "s2": 0.759, "homo_ev": [-5.76, -7.30]}

=====

> The highest charge belongs to which entry?

C6H17FInNO3